# C24H31MoN4O4S2

A structure of composition C24H31MoN4O4S2 in a non-equilibrium geometry (ωB97M-V/def2-TZVPD, the OMol25 dataset).

Geometry (Å):
1 Mo 0.01590 0.39230 0.04716
2 C -0.66986 -4.97779 -6.69121
3 C -0.53205 -4.21687 -5.40710
4 C -1.65065 -3.69098 -4.75788
5 C -1.52923 -3.00734 -3.56359
6 C -0.25234 -2.84902 -3.01358
7 C 0.88904 -3.37009 -3.64143
8 C 0.73324 -4.04383 -4.83235
9 S -0.05951 -2.02446 -1.53992
10 O -1.33229 -1.87508 -0.84471
11 O 1.07833 -2.47456 -0.79430
12 N 0.34610 -0.41044 -1.84303
13 C -0.61368 0.42349 -2.47324
14 C -1.00925 0.46661 -3.79725
15 C -1.88524 1.48310 -4.13708
16 C -2.30742 2.41958 -3.18546
17 C -1.86554 2.30896 -1.88945
18 N -1.04993 1.28947 -1.55040
19 H -1.68634 -4.94174 -7.07533
20 H -0.40111 -6.02388 -6.53536
21 H 0.00590 -4.57467 -7.44572
22 H -2.63210 -3.83662 -5.18969
23 H -2.40239 -2.62722 -3.05151
24 H 1.86532 -3.26347 -3.19040
25 H 1.60113 -4.46098 -5.32674
26 H -0.63339 -0.24926 -4.51431
27 H -2.23023 1.57359 -5.15915
28 H -2.96718 3.22871 -3.46386
29 H -2.13881 3.00727 -1.11395
30 C -4.66740 0.98668 2.66018
31 N -3.26187 1.17474 2.23399
32 C -2.94236 2.50156 1.71669
33 C -2.41740 0.16597 2.17175
34 O -1.38911 0.25574 1.28528
35 N -2.44474 -0.91847 2.91627
36 C -3.05149 -0.91504 4.26513
37 C -1.73522 -2.15743 2.55532
38 H -5.29278 1.47733 1.91677
39 H -4.84064 1.43357 3.63688
40 H -4.90811 -0.07062 2.67935
41 H -3.48112 3.23074 2.31791
42 H -3.27461 2.59215 0.68365
43 H -1.87808 2.70962 1.80963
44 H -3.24250 0.10331 4.58411
45 H -2.32701 -1.36965 4.93812
46 H -3.96961 -1.49906 4.27597
47 H -1.74508 -2.29926 1.48343
48 H -2.27183 -2.97703 3.02642
49 H -0.71551 -2.12519 2.93927
50 C 3.90379 -0.90651 0.90556
51 S 2.77491 0.16828 1.75949
52 O 1.36399 -0.37238 1.32356
53 C 2.83557 1.66308 0.83150
54 C 2.06450 1.68420 -0.34610
55 C 2.02923 2.82872 -1.14425
56 C 2.73121 3.95688 -0.72471
57 C 3.47305 3.91955 0.44603
58 C 3.52772 2.77242 1.25213
59 H 3.59228 -1.00199 -0.13381
60 H 3.87684 -1.86291 1.42580
61 H 4.89266 -0.45370 1.00152
62 H 1.85210 0.71801 -0.84576
63 H 1.48013 2.83459 -2.07665
64 H 2.71266 4.85769 -1.32249
65 H 4.02421 4.79966 0.75171
66 H 4.09749 2.77056 2.17266

⟨S²⟩   2.0194
Net charge   +3
LUMO level (alpha / beta)   -11.23 / -10.46 eV
Energy above the lowest of the compared OMol25 structures with the same formula, charge and spin   1.065 eV
DFT total energy   -2316.6951 hartree
Largest force on an atom   1.03 eV/Å
Multiplicity   3

The net atomic charges from Mulliken, expressed in e, are: Mo 0.633; C -1.431; C 0.939; C -1.034; C -0.207; C -0.062; C -0.512; C -0.868; S 1.965; O -0.675; O -0.690; N 0.234; C 0.321; C -0.923; C -0.322; C -0.969; C -0.483; N 0.311; H 0.372; H 0.354; H 0.381; H 0.378; H 0.509; H 0.494; H 0.450; H 0.675; H 0.488; H 0.479; H 0.695; C -1.189; N -0.024; C -1.004; C 0.657; O -0.488; N -0.006; C -1.197; C -0.922; H 0.427; H 0.366; H 0.406; H 0.456; H 0.231; H 0.390; H 0.414; H 0.429; H 0.386; H 0.254; H 0.434; H 0.315; C -0.887; S 0.247; O -0.359; C 1.032; C 0.341; C -0.658; C -0.817; C -0.513; C -0.653; H 0.249; H 0.424; H 0.463; H 0.229; H 0.607; H 0.479; H 0.447; H 0.531